(1)
{"formula": "C2H6S", "method": "the ωB97M-V functional and the def2-TZVPD basis", "homo_lumo_gap_ha": 0.390, "elements": ["C", "C", "H", "H", "H", "H", "S", "H", "H"], "xyz": [[0.221308, -1.104759, 2.592219], [1.126159, -1.838403, 3.170184], [-0.752854, -1.145964, 2.981251], [0.653918, -0.594445, 1.599757], [0.675441, -2.461497, 3.969649], [2.022064, -2.158372, 2.586360], [-1.004887, 2.841409, -6.152682], [-1.123100, 2.558980, -4.683342], [-1.818049, 3.903049, -6.063395]], "forces_ev_per_angstrom": [[2.28, 1.75, -3.56], [0.14, -2.70, 0.22], [-1.29, 0.87, 0.00], [-2.04, -0.72, 2.18], [1.28, 0.19, -0.11], [-0.37, 0.60, 1.27], [-0.23, -0.55, 2.83], [0.21, 0.58, -2.86], [0.02, -0.03, 0.03]]}

(2)
{"formula": "C2H6S2", "method": "the ωB97M-V functional and the def2-TZVPD basis", "homo_lumo_gap_ha": 0.266, "elements": ["C", "C", "S", "S", "H", "H", "H", "H", "H", "H"], "xyz": [[1.580217, 0.318769, -0.081223], [-0.000896, 0.340565, -0.366433], [-0.582695, -0.742895, 0.999434], [-2.964439, -0.356807, 0.041358], [1.763911, -0.716340, -0.013718], [1.661499, 0.603168, 1.020701], [2.112274, 0.927981, -0.805684], [-0.229494, -0.199106, -1.338019], [-0.511215, 1.299690, -0.280127], [-2.829163, -1.475027, 0.823714]], "forces_ev_per_angstrom": [[-2.99, 1.34, 1.63], [1.61, -1.44, -0.15], [-2.91, 1.42, -1.92], [2.94, -1.43, 2.06], [1.08, -1.26, -0.78], [0.41, 0.47, -1.55], [0.40, -0.25, 0.29], [0.21, 0.93, 1.14], [0.34, -0.06, -0.14], [-1.09, 0.29, -0.57]]}

(3)
{"formula": "C2H6S2", "method": "the ωB97M-V functional and the def2-TZVPD basis", "s2": 0.76, "total_charge": 1, "homo_lumo_gap_ha": [0.401, 0.239], "multiplicity": 2, "elements": ["C", "S", "S", "C", "H", "H", "H", "H", "H", "H"], "xyz": [[1.696043, -0.326615, 1.393872], [1.152027, 0.790020, 0.099828], [0.009592, -0.088806, -1.282074], [-1.727120, 0.346115, -1.208554], [1.194822, -0.109783, 2.322211], [1.357371, -1.422858, 1.034961], [2.724513, -0.185531, 1.427588], [-1.973359, 1.339988, -1.597693], [-2.307326, -0.444796, -1.935616], [-2.126562, 0.102265, -0.254522]], "forces_ev_per_angstrom": [[-2.35, -3.67, -2.21], [-1.25, 1.82, 0.24], [0.48, -1.76, 0.20], [-1.64, -0.92, -2.69], [-0.31, 0.44, 0.20], [1.18, 2.32, 1.04], [1.93, -0.11, 0.32], [0.14, -0.14, 0.42], [1.92, 1.77, 1.44], [-0.10, 0.25, 1.04]]}

(4)
{"formula": "C2H6Se", "method": "the ωB97M-V functional and the def2-TZVPD basis", "homo_lumo_gap_ha": [0.242, 0.241], "elements": ["C", "C", "Se", "H", "H", "H", "H", "H", "H"], "xyz": [[0.776099, 0.227045, 0.335788], [-0.316862, 0.556361, -0.623923], [-2.031848, -0.479447, -0.106055], [1.376112, -0.508250, -0.059751], [1.238296, 1.188944, 0.554675], [0.447733, -0.014947, 1.267987], [0.011848, 0.245359, -1.683860], [-0.617603, 1.489819, -0.495907], [-0.883775, -2.704882, 0.811047]], "forces_ev_per_angstrom": [[-0.23, 2.84, -0.75], [0.07, -5.87, -1.69], [2.02, -1.52, 0.30], [1.75, -1.45, -0.58], [1.04, -0.13, -0.40], [-1.21, -1.22, 2.51], [-0.95, 0.91, 1.58], [-1.43, 4.20, -0.01], [-1.06, 2.23, -0.95]]}

(5)
{"formula": "C2H7BrN", "method": "the ωB97M-V functional and the def2-TZVPD basis", "total_charge": 1, "homo_lumo_gap_ha": 0.352, "elements": ["C", "C", "N", "Br", "H", "H", "H", "H", "H", "H", "H"], "xyz": [[-0.332053, 1.628617, -0.222608], [0.067811, 0.378639, -0.746101], [0.937493, -0.271050, -0.048802], [-0.689861, -2.482495, 0.883794], [-0.074669, 2.506383, -0.744198], [-1.390168, 1.610147, 0.022632], [0.130196, 1.617996, 0.784648], [-0.179197, 0.075233, -1.746780], [-1.041287, -3.752347, 1.393366], [1.517136, -1.042321, -0.507368], [1.054600, -0.268801, 0.931418]], "forces_ev_per_angstrom": [[-1.49, -0.25, 3.77], [2.01, -0.14, -0.26], [1.12, -2.92, -3.46], [-0.19, -0.16, 0.03], [0.31, 0.83, -1.05], [-0.52, 0.33, -0.48], [-0.17, 0.90, -0.43], [0.23, -0.41, -0.38], [-0.07, -0.21, 0.12], [-1.49, 1.00, 0.82], [0.27, 1.02, 1.33]]}

(6)
{"formula": "C2H7BrN2", "method": "the ωB97M-V functional and the def2-TZVPD basis", "homo_lumo_gap_ha": 0.312, "elements": ["C", "C", "N", "N", "Br", "H", "H", "H", "H", "H", "H", "H"], "xyz": [[-0.190754, 1.844548, 0.290017], [1.583553, -1.629332, -0.187417], [-1.344455, 1.206355, 0.161096], [-1.476097, -0.068210, -0.091201], [-3.350993, -0.430294, -0.309790], [1.494939, -0.807054, 0.519403], [0.008455, 2.788898, 0.728206], [0.615414, 1.299235, 0.036929], [1.044539, -2.634963, 0.054066], [1.252401, -1.426611, -1.140335], [2.575460, -1.890332, -0.363378], [-2.212463, 1.747762, 0.302409]], "forces_ev_per_angstrom": [[-2.53, -0.22, 0.02], [-1.28, -2.48, 1.57], [0.30, 1.65, 0.75], [-0.56, -0.21, -0.31], [0.63, 0.13, 0.01], [-0.29, -0.38, -0.01], [-0.96, 0.79, 0.15], [2.64, -1.90, -0.75], [0.78, 2.06, 0.26], [-1.22, 1.13, -2.03], [2.05, -0.37, 0.23], [0.44, -0.21, 0.12]]}

(7)
{"formula": "C2H7Cl2N2P", "method": "the ωB97M-V functional and the def2-TZVPD basis", "homo_lumo_gap_ha": 0.326, "elements": ["C", "N", "N", "C", "P", "Cl", "Cl", "H", "H", "H", "H", "H", "H", "H"], "xyz": [[0.598039, -0.082772, 1.657218], [0.020115, -0.582733, 0.400277], [-0.594834, 0.326159, -0.407565], [0.104301, 0.750286, -1.589443], [-2.545351, -0.274256, -0.857718], [-3.406696, 1.389335, -0.178167], [-2.729806, -1.540121, 0.699551], [-0.038386, 0.438147, 2.231303], [0.829933, -0.974641, 2.151477], [1.596652, 0.555402, 1.485671], [0.705716, -1.205242, 0.001198], [-0.694047, 1.082386, -2.339510], [0.540585, 1.743700, -1.403083], [0.644769, -0.105187, -2.000628]], "forces_ev_per_angstrom": [[3.67, 0.01, -3.51], [0.37, 0.49, 1.16], [-3.07, -0.70, 0.21], [-2.27, 0.90, -1.03], [3.07, 0.03, -0.06], [-0.46, 0.84, 0.35], [-0.16, -0.12, 0.17], [-2.52, 2.01, 1.71], [0.78, -1.20, 1.15], [-2.00, -1.20, 0.42], [-0.08, -0.10, -0.83], [0.89, -0.79, 0.60], [1.07, -0.79, -0.03], [0.70, 0.63, -0.32]]}

(8)
{"formula": "C2H7FLiO2PS", "method": "the ωB97M-V functional and the def2-TZVPD basis", "homo_lumo_gap_ha": 0.214, "elements": ["F", "P", "O", "C", "C", "S", "O", "H", "H", "H", "H", "H", "H", "H", "Li"], "xyz": [[2.931143, 0.348080, 0.092865], [1.453454, -0.157577, -0.466363], [-0.158126, -0.693237, -0.955576], [-1.052097, -0.545188, 0.003393], [-0.597175, 0.550485, 0.961265], [-1.117796, 2.233642, 0.455711], [0.708263, 0.307538, 1.084248], [1.783889, -1.437551, 0.043467], [1.945503, -0.427680, -1.781348], [1.207631, 1.180282, -0.902812], [-2.077543, -0.434037, -0.402897], [-1.078535, -1.441743, 0.712717], [-1.137868, 0.469678, 1.896976], [-0.506138, 2.390598, -0.716016], [-2.304605, -2.343291, -0.025631]], "forces_ev_per_angstrom": [[-0.16, -0.05, -0.03], [1.84, 1.17, -0.48], [0.32, -0.64, -1.45], [-1.15, -0.24, 1.00], [-0.85, 0.25, -0.36], [-0.48, 0.53, 0.18], [1.02, -0.21, 0.49], [-0.46, -0.18, 0.16], [-0.15, -0.51, 0.10], [-0.28, -0.11, 0.12], [-0.23, 0.44, -0.07], [0.29, -0.19, 0.29], [-0.07, -0.09, 0.48], [0.18, -0.25, -0.13], [0.18, 0.09, -0.30]]}

(9)
{"formula": "C2H7FNPS", "method": "the ωB97M-V functional and the def2-TZVPD basis", "homo_lumo_gap_ha": 0.338, "elements": ["C", "C", "N", "F", "P", "S", "H", "H", "H", "H", "H", "H", "H"], "xyz": [[-1.098838, 1.230601, 0.648561], [1.077299, -1.468567, -0.871563], [-0.394419, 0.069224, 1.122735], [2.497070, -0.935368, 1.351479], [1.658901, -0.122206, 0.186825], [2.587977, 1.452127, -0.371549], [-0.470351, 2.161579, 0.727335], [-1.382708, 1.038285, -0.365410], [-1.965169, 1.418798, 1.294737], [0.258892, -1.830339, -0.346580], [0.803086, -0.660620, -1.549937], [1.681764, -2.215079, -1.316284], [-0.149007, 0.260409, 2.056314]], "forces_ev_per_angstrom": [[1.06, 1.22, 0.44], [0.94, 2.81, -0.07], [2.84, -1.12, -2.14], [-1.18, 1.02, -0.94], [-1.19, -1.18, 3.30], [-0.52, -0.49, -0.08], [-0.56, -0.55, -0.40], [-0.46, 0.31, -0.60], [-0.06, -0.24, -0.25], [-1.63, -0.76, 0.69], [-0.91, -0.78, -1.30], [0.99, -0.30, -0.26], [0.67, 0.05, 1.60]]}

(10)
{"formula": "C2H7GaO3", "method": "the ωB97M-V functional and the def2-TZVPD basis", "s2": 0.76, "total_charge": 1, "homo_lumo_gap_ha": [0.314, 0.168], "multiplicity": 2, "elements": ["O", "Ga", "H", "C", "H", "H", "H", "O", "C", "O", "H", "H", "H"], "xyz": [[0.998585, -0.945684, 1.431864], [1.123848, -2.483153, 2.168291], [0.206741, -0.405722, 1.270916], [1.214021, 1.004226, -0.512461], [1.822475, 1.173107, 0.388406], [1.249017, 0.101231, -1.142127], [1.628734, 1.798951, -1.147331], [-0.254953, 1.465387, -0.474881], [-1.638176, -0.373323, -0.441698], [-0.916993, 0.529858, 0.368085], [-1.016986, -0.813477, -1.237186], [-1.924045, -1.191423, 0.232164], [-2.492266, 0.140021, -0.904041]], "forces_ev_per_angstrom": [[1.25, -0.09, 0.01], [-0.06, -0.75, 0.48], [-1.36, 0.75, -0.41], [-1.53, 2.38, -2.01], [-0.93, -0.87, 0.21], [0.23, 0.00, 1.00], [-0.20, -0.16, -0.21], [2.77, -0.97, 0.60], [-0.18, -0.37, -0.60], [0.24, -0.16, 0.64], [0.00, 0.26, 0.19], [-0.35, 0.31, -0.15], [0.11, -0.33, 0.27]]}

Record order is preserved below.
Relative energy (zero: lowest compared OMol25 entry of this formula, charge and spin): 189.53, 212.65, 120.14, 387.06, 30.27, 173.37, 196.03, 0.00, 99.69, 311.61 kJ/mol
Record order is preserved below.
E_tot: -477.9040, -876.0895, -875.8251, -2481.0451, -2708.8761, -2763.7851, -1451.6033, -1077.7536, -974.5480, -2230.4330 hartree